#P
Molecular formula: CH3ClN2
Method: DFT, wB97M-V/def2-TZVPD

For the HOMO energy (spin up / spin down), the calculation gives -0.299 / -0.315 Ha. The frontier orbital gap (spin up / spin down) is 8.39 / 8.86 eV.

ORCA input file:
```
! RIJCOSX wB97M-V def2-TZVPD def2/J DEFGRID3
* xyz 0 1
C 1.456 -0.579 0.056
N -1.635 0.643 0.209
N -1.657 -0.436 -0.287
Cl 1.718 1.059 -0.169
H 1.268 -0.949 0.989
H 1.297 -1.076 -0.852
H -2.446 1.338 0.055
*
```

#Q
Molecular formula: CH3ClN2
Method: DFT, wB97M-V/def2-TZVPD

As for the SMILES: [H]/N=N/CCl. For the HOMO energy, the calculation gives -0.354 Ha. The frontier orbital gap is 10.09 eV.

ORCA input file:
```
! RIJCOSX wB97M-V def2-TZVPD def2/J DEFGRID3
* xyz 0 1
H -1.156 -1.425 -1.652
N -1.036 -0.736 -0.918
N 0.142 -0.612 -0.575
C 0.302 0.445 0.527
Cl 1.953 1.101 0.767
H -0.451 1.365 0.359
H 0.246 -0.138 1.492
*
```

Question: which arrangement is favored energetically? Ranking from most to least stable: #Q, #P.